# C22H66O22

11 unconnected molecules or ions with the total composition C22H66O22 at a distorted geometry (the ωB97M-V functional and the def2-TZVPD basis, OMol25).

Cartesian coordinates (Å):
O (23.54, -5.52, -32.40)
C (24.77, -4.78, -32.29)
C (25.72, -5.09, -33.44)
O (26.11, -6.46, -33.46)
H (22.86, -4.96, -32.03)
H (24.57, -3.71, -32.35)
H (25.15, -4.96, -31.28)
H (26.57, -4.42, -33.35)
H (25.17, -4.75, -34.32)
H (27.06, -6.48, -33.60)
O (16.75, -3.68, -32.36)
C (17.11, -2.52, -31.63)
C (18.58, -1.99, -31.81)
O (19.35, -2.73, -30.86)
H (15.79, -3.67, -32.41)
H (16.44, -1.72, -31.95)
H (16.76, -2.74, -30.62)
H (18.52, -0.92, -31.59)
H (18.85, -2.03, -32.87)
H (18.84, -2.68, -30.05)
O (18.02, -3.71, -25.86)
C (17.32, -4.51, -24.91)
C (15.90, -4.81, -25.44)
O (14.92, -3.80, -25.34)
H (17.94, -2.83, -25.49)
H (17.88, -5.43, -24.77)
H (17.39, -4.00, -23.94)
H (15.47, -5.68, -24.96)
H (15.96, -4.98, -26.51)
H (14.56, -3.68, -24.46)
O (28.20, 0.98, -20.30)
C (28.98, 1.77, -21.21)
C (29.87, 0.87, -21.93)
O (30.60, -0.04, -21.09)
H (27.46, 1.45, -19.91)
H (28.23, 2.26, -21.82)
H (29.52, 2.43, -20.53)
H (30.68, 1.46, -22.36)
H (29.35, 0.37, -22.74)
H (29.95, -0.39, -20.48)
O (30.20, 1.92, -29.79)
C (30.23, 0.87, -28.83)
C (30.23, -0.57, -29.33)
O (28.99, -1.03, -29.83)
H (29.30, 1.98, -30.12)
H (31.17, 1.04, -28.30)
H (29.58, 1.04, -27.97)
H (30.67, -1.14, -28.52)
H (30.94, -0.60, -30.16)
H (28.66, -0.31, -30.37)
O (23.70, 6.14, -26.42)
C (23.86, 6.17, -25.07)
C (23.43, 4.74, -24.51)
O (24.29, 3.72, -24.98)
H (24.28, 5.50, -26.83)
H (24.88, 6.44, -24.81)
H (23.29, 6.92, -24.53)
H (22.43, 4.52, -24.89)
H (23.28, 4.79, -23.43)
H (23.81, 2.88, -24.99)
O (24.14, -3.73, -23.04)
C (24.85, -2.53, -23.30)
C (24.66, -2.11, -24.80)
O (23.44, -1.46, -25.07)
H (23.82, -3.63, -22.14)
H (24.43, -1.70, -22.73)
H (25.92, -2.58, -23.07)
H (24.86, -2.94, -25.47)
H (25.48, -1.43, -25.04)
H (22.73, -2.10, -25.16)
O (25.34, 3.08, -29.82)
C (24.24, 2.66, -30.58)
C (24.73, 2.34, -32.04)
O (25.96, 1.64, -32.07)
H (25.26, 2.62, -28.98)
H (23.75, 1.76, -30.21)
H (23.44, 3.40, -30.63)
H (24.92, 3.25, -32.61)
H (24.08, 1.67, -32.61)
H (26.14, 1.36, -32.97)
O (22.76, -3.59, -17.41)
C (23.99, -3.25, -16.84)
C (24.45, -4.26, -15.81)
O (25.73, -3.93, -15.24)
H (22.09, -3.18, -16.87)
H (24.77, -3.05, -17.58)
H (23.90, -2.31, -16.29)
H (24.47, -5.28, -16.20)
H (23.71, -4.35, -15.01)
H (25.90, -4.59, -14.57)
O (21.02, -9.74, -17.87)
C (19.74, -9.55, -18.46)
C (19.78, -8.74, -19.73)
O (18.45, -8.62, -20.22)
H (21.58, -10.23, -18.48)
H (19.16, -10.45, -18.63)
H (19.03, -9.19, -17.72)
H (20.47, -9.28, -20.38)
H (20.29, -7.78, -19.66)
H (18.05, -9.44, -20.53)
O (30.68, -6.91, -26.28)
C (30.01, -6.57, -27.47)
C (29.45, -7.79, -28.31)
O (28.45, -8.42, -27.58)
H (31.08, -6.16, -25.83)
H (29.17, -5.91, -27.28)
H (30.69, -6.07, -28.16)
H (30.19, -8.56, -28.50)
H (29.04, -7.60, -29.31)
H (28.84, -8.37, -26.71)

Kohn-Sham gap in eV: 9.9
SMILES: OCCO.OCCO.OCCO.OCCO.OCCO.OCCO.OCCO.OCCO.OCCO.OCCO.OCCO
LUMO level in eV: 0.0

=====

# C22H66O22

11 unconnected molecules or ions with the total composition C22H66O22 at a distorted geometry (the ωB97M-V functional and the def2-TZVPD basis, OMol25).

Cartesian coordinates (Å):
O (15.27, 15.17, 14.42)
C (15.31, 15.05, 15.86)
C (14.91, 16.39, 16.57)
O (13.62, 16.82, 16.07)
H (14.35, 14.95, 14.20)
H (14.62, 14.24, 16.11)
H (16.32, 14.79, 16.09)
H (15.69, 17.15, 16.39)
H (14.76, 16.28, 17.64)
H (13.33, 17.56, 16.63)
O (6.98, 7.73, 13.14)
C (7.83, 8.82, 13.35)
C (8.20, 9.66, 12.13)
O (9.27, 9.03, 11.39)
H (6.97, 7.44, 12.23)
H (7.34, 9.47, 14.13)
H (8.74, 8.54, 13.84)
H (8.50, 10.59, 12.57)
H (7.36, 9.93, 11.56)
H (9.78, 9.78, 10.94)
O (10.70, 18.03, 13.18)
C (11.03, 18.67, 14.38)
C (12.45, 19.10, 14.30)
O (12.92, 19.48, 15.54)
H (9.74, 18.24, 12.89)
H (10.55, 19.64, 14.63)
H (10.91, 17.98, 15.20)
H (12.66, 19.87, 13.51)
H (12.99, 18.17, 14.09)
H (12.79, 20.43, 15.58)
O (8.45, 13.95, 7.56)
C (9.17, 12.82, 7.95)
C (8.95, 12.63, 9.43)
O (9.94, 11.65, 9.99)
H (9.05, 14.67, 7.31)
H (8.77, 11.96, 7.44)
H (10.20, 12.95, 7.72)
H (7.98, 12.26, 9.68)
H (9.09, 13.64, 9.92)
H (10.85, 11.86, 9.61)
O (10.90, 12.44, 12.58)
C (11.12, 13.84, 12.41)
C (10.89, 14.47, 13.71)
O (9.44, 14.36, 13.97)
H (10.42, 12.07, 11.83)
H (12.11, 13.95, 12.06)
H (10.42, 14.16, 11.65)
H (11.16, 15.50, 13.77)
H (11.42, 13.93, 14.46)
H (9.36, 13.75, 14.71)
O (8.22, 17.89, 11.59)
C (8.49, 16.94, 10.56)
C (9.90, 17.24, 10.03)
O (10.80, 16.31, 10.70)
H (7.63, 17.48, 12.27)
H (8.43, 15.90, 11.00)
H (7.75, 17.01, 9.74)
H (10.22, 18.27, 10.11)
H (9.95, 16.92, 9.00)
H (11.20, 16.72, 11.47)
O (8.81, 10.76, 17.97)
C (10.12, 11.28, 18.22)
C (10.35, 12.59, 17.52)
O (9.97, 12.49, 16.15)
H (8.54, 10.97, 17.09)
H (10.28, 11.45, 19.32)
H (10.86, 10.52, 18.04)
H (11.40, 12.98, 17.66)
H (9.73, 13.36, 18.01)
H (10.37, 11.79, 15.63)
O (4.87, 14.71, 14.65)
C (5.37, 15.94, 15.05)
C (6.93, 16.08, 14.77)
O (7.11, 15.74, 13.38)
H (5.08, 14.66, 13.71)
H (4.85, 16.74, 14.47)
H (5.29, 16.17, 16.14)
H (7.45, 15.37, 15.39)
H (7.22, 17.06, 15.01)
H (8.05, 15.65, 13.25)
O (12.78, 11.96, 9.53)
C (13.51, 13.17, 9.51)
C (13.03, 14.14, 8.47)
O (11.64, 14.53, 8.69)
H (12.95, 11.52, 10.34)
H (13.52, 13.71, 10.49)
H (14.54, 12.98, 9.24)
H (13.09, 13.76, 7.46)
H (13.71, 15.01, 8.54)
H (11.70, 15.06, 9.50)
O (13.70, 10.91, 11.81)
C (15.14, 10.74, 11.99)
C (15.55, 11.84, 12.89)
O (15.58, 13.05, 12.16)
H (13.32, 10.03, 11.97)
H (15.29, 9.81, 12.46)
H (15.68, 10.86, 11.04)
H (16.60, 11.65, 13.22)
H (14.99, 11.96, 13.83)
H (15.73, 13.78, 12.76)
O (10.73, 10.69, 14.41)
C (11.95, 10.13, 14.81)
C (11.98, 8.77, 14.18)
O (11.95, 8.87, 12.78)
H (10.91, 11.28, 13.66)
H (12.90, 10.69, 14.41)
H (12.03, 10.09, 15.86)
H (11.08, 8.24, 14.51)
H (12.84, 8.13, 14.43)
H (11.02, 8.90, 12.42)

Kohn-Sham gap in eV: 10.3
SMILES: OCCO.OCCO.OCCO.OCCO.OCCO.OCCO.OCCO.OCCO.OCCO.OCCO.OCCO
LUMO level in eV: 0.3

=====

We obtain relative energy (zero: lowest compared OMol25 entry of this formula, charge and spin) values of 134.7 17.6 kcal/mol for the records listed above, in that order.
We obtain E_tot values of -68919.1717 -68924.2481 eV for the records listed above, in that order.